This record from OMol25 describes a molecular structure, C3H2FeO2 at a distorted geometry. The level of theory is ωB97M-V/def2-TZVPD.

Summary:
Spin multiplicity: 6
DFT total energy in a.u.: -1527.9049
HOMO-LUMO gap (spin up / spin down) in eV: 9.92 / 7.60
Net charge: +3
<S²>: 8.7696
Lowest unoccupied orbital energy (spin up / spin down) in eV: -16.8104 / -18.9626

Geometry as XYZ:
```
8
Properties=species:S:1:pos:R:3:forces:R:3
O -0.81431 -1.07238 0.48070 1.0522 2.4266 -1.2551
C 0.84508 0.22819 -1.97611 -1.0416 -0.0034 -0.3969
C -0.36737 0.07210 0.50410 1.6135 -1.1072 0.0623
O -0.28034 0.87290 -1.04758 -0.6878 -0.2020 -1.2201
C 0.96738 0.41873 -0.55261 -0.2133 0.5419 1.1912
Fe -1.58892 -2.39745 1.44241 -1.4606 -2.4562 1.2735
H -0.48038 0.73195 1.37816 0.0831 0.8677 -0.6141
H 1.71885 1.14596 -0.22907 0.6545 -0.0674 0.9593
```
Forces are in eV/Å.

Löwdin atomic charge list, values in e, 6 entries:
1 O -0.01
2 C 0.64
3 C 0.03
4 O 0.15
5 C 0.01
6 Fe 1.72

=====

This record from OMol25 describes 5 unconnected molecules or ions with the total composition C27H65NO12P at a distorted geometry. The level of theory is ωB97M-V/def2-TZVPD.

Summary:
DFT total energy in a.u.: -2366.1015
HOMO-LUMO gap in eV: 6.99
Net charge: +1
Lowest unoccupied orbital energy in eV: -3.7050

Geometry as XYZ:
```
106
Properties=species:S:1:pos:R:3:forces:R:3
C 1.02349 4.66120 0.83524 0.3691 -0.1550 -0.3443
C 0.64956 3.24957 1.43293 -0.0963 1.2077 0.3081
C -0.84696 3.24208 1.91900 0.2127 -0.6446 0.1270
C -1.68490 1.99292 1.46015 -0.0907 0.4994 0.8888
C -2.75790 2.29651 0.34737 0.5578 0.0154 0.2419
P -2.27704 1.77796 -1.37465 -0.8339 0.0696 -0.0680
C -0.58139 1.01840 -1.45772 0.1302 0.4782 -0.4238
O -0.24369 0.56973 -2.75414 0.1271 0.2128 0.6542
C 1.18065 0.26805 -2.69480 0.0601 -1.2112 0.4501
C 1.64270 -0.63220 -3.87465 0.3681 -0.2009 0.6164
O 2.25651 0.05597 -4.95049 -0.9555 0.3036 0.5882
C 1.61065 1.29474 -5.24559 0.5279 1.1157 -1.2564
C 2.09519 1.68519 -6.68808 -0.0604 -1.0987 1.0254
C -2.49456 3.25210 -2.52938 -0.1502 -0.2406 -0.0794
O -1.96071 2.98881 -3.83389 -1.8011 -0.4200 0.9448
N -0.76359 3.72108 -3.93600 1.6573 1.5589 -0.4129
O -0.92580 4.72296 -4.50560 0.1205 -0.7749 0.1274
H 1.10011 4.64063 -0.27770 -0.1004 -0.0917 0.6779
H 2.01105 5.02206 1.19582 -0.6706 -0.2506 -0.1898
H 0.26586 5.43680 1.07262 0.4916 -0.5073 0.0627
H 0.89652 2.44889 0.70750 -0.3211 0.3619 0.3794
H 1.28536 3.06317 2.32560 -0.3363 0.0460 -0.6657
H -1.36634 4.19133 1.65771 0.3220 -0.6561 -0.0197
H -0.82568 3.22548 3.03187 -0.0888 0.0334 -0.7432
H -2.25784 1.65237 2.35255 0.2778 0.0913 -0.7248
H -0.98679 1.16668 1.22101 -0.5243 0.3744 -0.0437
H -2.93723 3.39561 0.30517 0.0613 -0.7117 -0.0283
H -3.70705 1.81431 0.65929 0.4732 0.1729 -0.6751
H -3.25443 0.82346 -1.79556 0.6727 0.3245 0.0522
H -0.55760 0.19126 -0.70616 0.0293 0.5832 -0.3479
H 0.14215 1.83283 -1.19454 -0.6466 -0.4725 0.3825
H 1.76822 1.19947 -2.56088 -0.2838 -0.4328 -0.3398
H 1.31590 -0.33055 -1.75687 0.0668 0.3255 -0.6467
H 2.41826 -1.31605 -3.45982 -0.4074 0.4948 -0.3109
H 0.81226 -1.30333 -4.20518 0.2653 0.7050 0.1229
H 1.94519 2.09827 -4.54184 -0.1990 -0.5788 -0.3103
H 0.50173 1.25549 -5.18405 0.5213 -0.3530 -0.0668
H 1.65030 2.62966 -7.04347 0.3178 -0.4465 0.1482
H 1.83591 0.82600 -7.34507 0.0652 0.7753 0.1917
H 3.20372 1.71769 -6.62920 -0.6754 0.3020 -0.2674
H -3.57388 3.49247 -2.65797 0.6104 -0.4060 0.2902
H -2.03404 4.13922 -2.04745 -0.0727 -0.4766 -0.2271
C -3.73676 -2.42231 6.20722 -0.0826 -0.1378 0.0181
O -4.94899 -2.30764 5.47420 0.1889 0.2373 -0.0205
C -5.48385 -0.99211 5.50156 -0.1595 -0.3700 -0.2391
C -5.19310 -0.25348 4.20776 0.0290 0.3021 0.3163
O -3.79834 -0.00402 4.05182 0.0686 -0.1391 -0.2218
C -3.17988 -0.90739 3.15202 0.0003 0.1196 0.1171
H -3.28553 -3.38344 5.96618 -0.0740 0.0081 -0.0068
H -3.02962 -1.63108 5.95047 0.0072 0.0086 0.0249
H -3.94654 -2.39371 7.28068 0.0997 0.0474 0.0325
H -5.10205 -0.43419 6.36159 0.0456 0.0436 -0.0563
H -6.56701 -1.08839 5.61598 -0.0274 0.0697 -0.0025
H -5.69098 0.72061 4.23810 -0.0260 -0.0115 0.0082
H -5.58863 -0.80606 3.34908 0.0499 -0.0741 0.0538
H -3.46950 -0.66061 2.12275 -0.0010 -0.1760 -0.1062
H -3.44451 -1.94396 3.36833 -0.0359 0.0035 -0.0564
H -2.09939 -0.79554 3.25053 -0.0188 0.0486 0.0386
C 5.43052 2.42933 -4.17473 0.0772 -0.0984 0.0997
O 6.82828 2.34959 -3.96387 -0.2086 0.0996 -0.1734
C 7.54970 2.12948 -5.17203 0.2870 0.1015 0.3105
C 8.18259 3.41154 -5.68235 -0.1805 -0.1107 -0.3654
O 7.19667 4.34955 -6.09505 -0.0358 0.0008 0.3019
C 6.98070 5.37261 -5.13596 0.0057 0.0052 -0.1499
H 4.97166 2.80583 -3.25943 0.0814 -0.0168 0.0366
H 5.18165 3.10725 -4.99481 0.0002 -0.0054 -0.0333
H 5.02712 1.43264 -4.38540 -0.1209 0.0179 -0.0803
H 6.90217 1.68687 -5.93495 -0.0099 0.0693 -0.0208
H 8.34212 1.41134 -4.94451 0.0163 -0.0136 -0.0373
H 8.78989 3.17759 -6.56166 0.0289 -0.0307 0.0269
H 8.84258 3.84705 -4.92555 -0.0631 -0.0434 0.0417
H 7.82455 6.06930 -5.13678 -0.0135 0.0385 0.1082
H 6.84344 4.96354 -4.13221 0.0399 -0.0072 0.0121
H 6.07874 5.91462 -5.41912 0.0379 -0.0238 -0.0818
C 2.67347 -4.06036 6.44764 0.0680 -0.1463 0.0023
O 1.88192 -5.20167 6.73420 -0.0973 0.2941 -0.0254
C 0.89121 -4.94634 7.72266 -0.0090 -0.3855 -0.2191
C -0.47809 -4.75082 7.09683 0.0070 0.2972 0.3093
O -0.53002 -3.56208 6.31437 0.1029 -0.1480 -0.2279
C -0.43074 -3.82381 4.92479 -0.0632 0.0991 0.1149
H 3.25326 -4.26965 5.54899 -0.0124 -0.0821 0.0420
H 2.05901 -3.17468 6.27025 -0.0173 0.0160 0.0374
H 3.36496 -3.86827 7.27363 0.0140 0.1140 -0.0117
H 1.16606 -4.08114 8.33320 -0.0528 0.0376 -0.0431
H 0.85740 -5.82261 8.37557 -0.0380 0.0120 0.0408
H -1.21723 -4.63998 7.89601 0.0041 -0.0374 0.0133
H -0.75996 -5.62314 6.49864 0.0876 0.0131 -0.0097
H -1.36739 -4.25767 4.55785 0.0328 -0.0655 -0.1062
H 0.39879 -4.49727 4.69852 -0.0173 -0.0304 0.0032
H -0.26018 -2.87506 4.41485 -0.0384 0.0296 0.0669
C -4.81499 -3.71646 -0.60846 -0.0170 0.0135 0.1283
O -3.49997 -3.48847 -0.12068 -0.0254 -0.0075 -0.2523
C -2.55415 -4.41786 -0.64152 0.1466 0.3507 0.2473
C -1.72921 -3.79913 -1.75533 -0.1062 -0.4640 -0.2203
O -2.52337 -3.51527 -2.90087 -0.0474 0.2852 0.2703
C -2.86557 -2.14729 -2.99329 0.0693 -0.0906 -0.1818
H -5.42797 -2.85553 -0.34152 0.0575 -0.0106 0.0697
H -4.83014 -3.83440 -1.69391 0.0209 -0.0353 -0.0046
H -5.23893 -4.60706 -0.13642 -0.0659 -0.0179 -0.0777
H -3.05240 -5.32776 -0.98673 0.0098 0.0430 -0.0710
H -1.88691 -4.69033 0.18093 0.0287 -0.0482 -0.0172
H -0.96351 -4.51500 -2.06781 0.0201 0.0061 0.0446
H -1.21911 -2.89535 -1.40162 -0.0558 0.0171 0.0335
H -1.98622 -1.56524 -3.29336 -0.0293 0.1403 0.0313
H -3.25570 -1.76435 -2.04395 -0.0162 -0.0202 0.0495
H -3.63585 -2.03906 -3.75637 0.0420 -0.0634 -0.0204
```
Forces are in eV/Å.

Löwdin atomic charge list, values in e, 6 entries:
1 C -0.11
2 C -0.23
3 C -0.19
4 C -0.22
5 C -0.26
6 P 1.16

=====

This record from OMol25 describes 2 unconnected molecules or ions with the total composition CH4S3 at a distorted geometry. The level of theory is ωB97M-V/def2-TZVPD.

Summary:
DFT total energy in a.u.: -1234.8976
HOMO-LUMO gap (spin up / spin down) in eV: 7.47 / 8.25
Net charge: 0
Lowest unoccupied orbital energy (spin up / spin down) in eV: -0.5507 / -0.7374

Geometry as XYZ:
```
8
Properties=species:S:1:pos:R:3:forces:R:3
C 0.03721 -0.05387 0.27078 0.0018 -0.1602 -2.0676
S -1.68743 0.16639 0.77372 0.2592 -0.6081 -1.1217
S 0.83838 -1.58288 0.60884 -0.2521 -0.4409 0.4481
S 1.08780 1.39467 0.31258 -3.0193 1.4392 -1.1283
H 0.28490 -0.28343 -1.74160 -0.5949 0.0812 1.7356
H -2.31989 -0.77007 -0.07309 1.0164 0.8867 0.8884
H 0.25536 -1.85626 1.81284 0.1863 0.2439 -0.3877
H 2.02891 0.85239 0.91945 2.4026 -1.4419 1.6332
```
Forces are in eV/Å.

Löwdin atomic charge list, values in e, 6 entries:
1 C -1.55
2 S 0.60
3 S 0.59
4 S 0.64
5 H 0.13
6 H -0.08

=====

Which value of DFT total energy does entry 2 give?
-2366.1015 a.u.

=====

net charge of number 2 (C27H65NO12P)?
+1